# 1
Here is C44H51IrN2O4S3Se as an isolated structure from the Open Molecules 2025 dataset. Energies are from ωB97M-V/def2-TZVPD.

## Properties
energy above the lowest of the compared OMol25 structures with the same formula, charge and spin	11.7	kcal per mole
charge	-2
E_tot	-158324.754	eV

Geometry (Å):
Ir (-1.0956, 1.1873, -0.5446)
C (0.9449, -4.3531, -6.0366)
C (1.6822, -3.6420, -4.9010)
C (2.7823, -2.7700, -5.5252)
C (2.3381, -4.7115, -4.0157)
C (0.7489, -2.7742, -4.0569)
C (1.2640, -2.0037, -3.0240)
C (0.4374, -1.2155, -2.2427)
Se (1.1996, -0.1149, -0.8792)
C (0.9717, -1.1901, 0.6855)
C (1.9947, -2.0513, 1.0661)
C (1.9002, -2.8107, 2.2170)
C (0.7308, -2.6489, 2.9773)
C (-0.3087, -1.8037, 2.6463)
C (-0.2043, -0.9999, 1.4552)
O (-1.1299, -0.1617, 1.1558)
C (-1.5348, -1.6566, 3.5530)
C (-1.5228, -0.2492, 4.1690)
C (-2.8415, -1.8611, 2.7690)
C (-1.5289, -2.6777, 4.6959)
C (3.0104, -3.7366, 2.7082)
C (2.4575, -5.1428, 2.9806)
C (3.6064, -3.1759, 4.0082)
C (4.1378, -3.8697, 1.6828)
C (-0.9527, -1.1276, -2.4571)
O (-1.7179, -0.3886, -1.7173)
C (-1.4932, -1.9120, -3.5184)
C (-0.6314, -2.6982, -4.2690)
C (-2.9893, -1.8310, -3.8271)
C (-3.8102, -2.2563, -2.5993)
C (-3.3894, -2.7490, -4.9858)
C (-3.3541, -0.3908, -4.2212)
H (1.6496, -4.9707, -6.6004)
H (0.4918, -3.6383, -6.7269)
H (0.1565, -5.0055, -5.6564)
H (3.4040, -3.3616, -6.2054)
H (3.4325, -2.3440, -4.7598)
H (2.3424, -1.9424, -6.0842)
H (3.0653, -5.2983, -4.5875)
H (1.5828, -5.3905, -3.6144)
H (2.8549, -4.2551, -3.1704)
H (2.3272, -2.0095, -2.8045)
H (2.8655, -2.1136, 0.4248)
H (0.6399, -3.2313, 3.8861)
H (-1.5354, 0.5053, 3.3851)
H (-0.6301, -0.1163, 4.7874)
H (-2.4081, -0.0989, 4.7953)
H (-2.9736, -1.0871, 2.0189)
H (-3.6890, -1.8328, 3.4619)
H (-2.8384, -2.8356, 2.2721)
H (-0.6945, -2.5223, 5.3849)
H (-1.4816, -3.7040, 4.3214)
H (-2.4531, -2.5693, 5.2690)
H (1.6542, -5.1233, 3.7178)
H (3.2481, -5.7983, 3.3604)
H (2.0570, -5.5788, 2.0630)
H (2.8494, -3.1254, 4.7933)
H (3.9842, -2.1649, 3.8458)
H (4.4295, -3.8048, 4.3648)
H (3.7547, -4.1910, 0.7124)
H (4.8641, -4.6119, 2.0259)
H (4.6650, -2.9238, 1.5431)
H (-1.0563, -3.2773, -5.0760)
H (-3.5740, -3.2881, -2.3221)
H (-4.8786, -2.1992, -2.8314)
H (-3.5995, -1.6107, -1.7502)
H (-3.1621, -3.7976, -4.7738)
H (-2.8933, -2.4682, -5.9185)
H (-4.4673, -2.6646, -5.1449)
H (-3.1382, 0.3071, -3.4147)
H (-4.4214, -0.3267, -4.4563)
H (-2.7891, -0.0821, -5.1043)
S (-2.9195, 4.1163, -3.5680)
C (-2.2641, 3.0477, -2.4825)
S (-3.0437, 2.3216, -1.1209)
S (-0.6532, 2.4506, -2.4048)
O (-2.6732, 2.4019, 2.0470)
C (-1.6549, 2.9995, 1.7836)
N (-1.2402, 4.1391, 2.4892)
C (-0.1987, 4.8154, 1.7439)
C (0.1727, 3.7198, 0.7096)
O (1.1369, 3.8302, -0.0215)
N (-0.7338, 2.7220, 0.7843)
C (1.0313, 5.1364, 2.5786)
C (2.0475, 5.9195, 2.0354)
C (3.1927, 6.1901, 2.7665)
C (3.3397, 5.6836, 4.0523)
C (2.3353, 4.8962, 4.5935)
C (1.1880, 4.6210, 3.8587)
C (-0.7464, 6.0567, 1.0459)
C (-1.1388, 7.1381, 1.8342)
C (-1.6935, 8.2706, 1.2615)
C (-1.8641, 8.3360, -0.1166)
C (-1.4804, 7.2634, -0.9055)
C (-0.9186, 6.1285, -0.3317)
H (-2.0060, 4.6770, 2.8634)
H (1.9393, 6.2980, 1.0274)
H (3.9783, 6.7937, 2.3276)
H (4.2356, 5.8961, 4.6237)
H (2.4447, 4.4828, 5.5891)
H (0.4080, 3.9922, 4.2670)
H (-0.9947, 7.0931, 2.9093)
H (-1.9939, 9.1015, 1.8892)
H (-2.3040, 9.2165, -0.5696)
H (-1.6282, 7.2895, -1.9777)
H (-0.6373, 5.2941, -0.9620)

---

# 2
Here is one molecule with the formula C8H9NO2 from the Open Molecules 2025 dataset. Energies are from ωB97M-V/def2-TZVPD.

## Properties
energy above the lowest of the compared OMol25 structures with the same formula, charge and spin	21.8	kcal per mole
charge	0
E_tot	-14025.948	eV

Geometry (Å):
C (1.6890, 2.5836, -0.1107)
N (0.6109, 1.6660, -0.1060)
C (0.6479, 0.3283, 0.0116)
C (1.9254, -0.2669, 0.1525)
C (2.0623, -1.6492, 0.1520)
C (0.9150, -2.5144, -0.1226)
C (-0.4098, -1.9341, -0.1391)
C (-0.5404, -0.5072, 0.0274)
C (-2.0000, 0.0538, 0.1149)
O (-3.0480, -0.4872, -0.0183)
O (-1.8320, 1.4383, 0.1622)
H (2.7142, 2.1630, -0.4493)
H (2.1425, 2.9555, 0.8721)
H (1.4699, 3.3429, -0.7567)
H (-0.2604, 1.9196, -0.5100)
H (2.7674, 0.3764, 0.1602)
H (3.0642, -1.9920, 0.4198)
H (1.0828, -3.6320, -0.2521)
H (-1.1996, -2.6600, -0.4092)
H (-2.7538, 1.6918, 0.0000)

---

# 3
Here is one molecule with the formula C23H28N4O3 from the Open Molecules 2025 dataset. Energies are from ωB97M-V/def2-TZVPD.

## Properties
energy above the lowest of the compared OMol25 structures with the same formula, charge and spin	80.8	kcal per mole
charge	0
E_tot	-36407.818	eV

Geometry (Å):
C (-1.1196, -2.7694, -1.7239)
O (-0.3628, -2.3739, -0.6056)
C (1.0398, -2.4804, -0.8081)
C (1.5638, -1.3528, -1.7052)
O (2.4920, -1.5059, -2.4650)
N (0.8650, -0.1983, -1.5348)
C (1.0574, 0.9534, -2.2823)
C (2.0957, 1.2726, -3.1373)
C (1.7529, 2.5304, -3.6417)
N (0.6083, 2.9465, -3.1437)
N (0.1746, 1.9847, -2.3177)
C (-1.0530, 2.2644, -1.6072)
C (-2.0998, 1.1523, -1.6190)
C (-3.3999, 1.7503, -1.0515)
N (-3.2714, 2.3269, 0.2659)
C (-3.5007, 1.4628, 1.4094)
C (-2.3579, 0.6062, 1.8609)
C (-2.0060, -0.6812, 1.5856)
C (-0.8292, -0.9444, 2.3308)
C (-0.5407, 0.2003, 3.0096)
C (0.5622, 0.5424, 3.9451)
O (-1.4676, 1.1457, 2.7312)
C (-2.1591, 3.2440, 0.3831)
C (-0.8253, 2.7030, -0.1595)
C (1.7152, -2.4815, 0.5479)
C (1.5253, -3.5809, 1.3778)
C (2.1033, -3.6219, 2.6332)
C (2.8870, -2.5665, 3.0695)
C (3.0836, -1.4721, 2.2461)
C (2.4961, -1.4245, 0.9927)
H (-0.9361, -3.8209, -1.9726)
H (-0.8948, -2.1579, -2.6055)
H (-2.1656, -2.6412, -1.4508)
H (1.2739, -3.4305, -1.3152)
H (0.1067, -0.2282, -0.8649)
H (2.9522, 0.6728, -3.3564)
H (2.2921, 3.1377, -4.3407)
H (-1.4594, 3.1238, -2.1570)
H (-1.7995, 0.3113, -0.9922)
H (-2.2713, 0.7921, -2.6346)
H (-3.7318, 2.5511, -1.7243)
H (-4.1815, 0.9889, -1.0238)
H (-3.7782, 2.1143, 2.2462)
H (-4.3534, 0.8215, 1.1764)
H (-2.5173, -1.3677, 0.9426)
H (-0.2797, -1.8613, 2.3532)
H (1.1511, 1.3724, 3.5555)
H (1.2063, -0.3222, 4.0729)
H (0.1613, 0.8415, 4.9129)
H (-2.4159, 4.1463, -0.1852)
H (-2.0499, 3.5208, 1.4325)
H (-0.0722, 3.4913, -0.1200)
H (-0.4751, 1.8634, 0.4432)
H (0.9131, -4.4026, 1.0364)
H (1.9456, -4.4796, 3.2702)
H (3.3452, -2.6000, 4.0470)
H (3.6979, -0.6483, 2.5783)
H (2.6650, -0.5656, 0.3613)

---

# 4
Here is an isolated ion of composition C11H15N2 and charge +1 from the Open Molecules 2025 dataset. Energies are from ωB97M-V/def2-TZVPD.

## Properties
energy above the lowest of the compared OMol25 structures with the same formula, charge and spin	81.1	kcal per mole
charge	+1
E_tot	-14620.224	eV

Geometry (Å):
C (2.5422, -0.0066, -3.3826)
C (1.7467, -1.1164, -3.6471)
C (2.3137, 0.8144, -2.2811)
C (0.7008, -1.4753, -2.7556)
C (1.4255, 0.3572, -1.2900)
C (0.5956, -0.7630, -1.5718)
C (1.2303, 0.8718, 0.0612)
C (0.3225, 0.2036, 0.8292)
C (-0.4798, -1.0441, -0.6467)
C (-0.5500, -0.8690, 2.7441)
C (-0.6675, 1.7133, 2.5234)
N (-0.3804, 0.3781, 1.9478)
N (-1.7510, -0.2228, -0.7474)
H (3.3833, 0.3298, -4.0870)
H (2.0625, -1.6032, -4.5607)
H (3.0100, 1.6921, -2.2571)
H (0.0050, -2.2781, -3.0690)
H (2.0458, 1.6118, 0.2651)
H (-0.6632, -2.0294, -0.5605)
H (-0.0654, -0.7729, 3.7574)
H (-1.5427, -1.0900, 2.7034)
H (0.0245, -1.5586, 2.2962)
H (-0.3935, 2.4352, 1.6952)
H (-1.7225, 1.6391, 2.5816)
H (-0.1756, 1.6893, 3.4197)
H (-1.4571, 0.7231, -0.8192)
H (-2.3916, -0.4336, 0.0563)
H (-2.3537, -0.4839, -1.6060)

---

Max |F| across the listed records, respectively: 1.8; 4.9; 0.9; 5.7 eV Å⁻¹.
HOMO-LUMO gap across the listed records, respectively: 5.836; 8.326; 8.829; 7.852 eV.
Highest occupied orbital energy across the listed records, respectively: -0.071; -0.286; -0.300; -0.413 Eh.